C25H30Br4F5O8P2SZn | wB97M-V/def2-TZVPD

XYZ file:
```
76
Properties=species:S:1:pos:R:3:forces:R:3:lowdin_charge:R:1
Zn 0.32429 -0.07054 2.49022 0.8 1.2 0.1 0.5116
Br -0.11969 -6.23920 5.20979 0.1 -0.1 0.1 0.6494
C -0.53058 -4.56810 4.42874 -0.3 -0.3 0.0 -0.7813
C -1.80194 -4.31730 3.95248 0.0 -0.4 0.2 -0.7831
Br -3.15511 -5.62672 4.10838 -0.2 -0.1 0.0 0.6491
C -2.07518 -3.09121 3.34837 -0.2 0.0 -0.1 -0.6423
Br -3.80730 -2.67301 2.69947 0.0 0.1 -0.1 0.7167
C -1.10137 -2.12146 3.18818 -0.4 -0.2 0.1 -0.4181
O -1.33387 -0.98603 2.59987 -0.6 -0.1 -0.2 -0.1820
C 0.21807 -2.37136 3.69500 0.2 -0.2 0.2 -0.4297
O 1.12569 -1.45779 3.56396 0.2 -0.1 0.2 -0.1714
C 0.45476 -3.59062 4.31106 0.3 -0.1 0.1 -0.6507
Br 2.20432 -3.88760 4.96531 0.1 0.1 0.0 0.7153
C 4.99068 -0.10644 -1.65828 -0.3 -0.1 0.2 -0.0353
C 3.86981 0.02044 -0.63644 0.8 0.1 0.3 -0.4380
C 3.89735 1.35398 0.09171 -0.2 -0.3 -0.1 -0.0221
O 2.62752 -0.13469 -1.35541 -0.7 -0.4 0.0 -0.1996
P 1.49428 -0.97384 -0.60131 0.4 -0.8 -1.0 0.5154
O 1.50593 -0.80459 0.84802 0.1 0.3 0.2 -0.2185
C 0.01556 -0.44555 -1.52170 0.4 0.5 0.9 -0.1717
P -0.48853 1.10942 -0.66914 -0.6 0.2 -0.5 0.4987
O -0.58571 0.88791 0.76630 -0.4 -0.2 -0.6 -0.2841
O 0.58386 2.19562 -1.02564 0.0 -0.2 0.0 -0.1551
C 0.57061 3.02868 -2.19244 0.2 0.5 -0.5 -0.4360
C 0.02604 4.40274 -1.82667 0.0 -0.4 0.0 -0.0346
C 1.99921 3.09382 -2.71731 -0.3 -0.2 0.2 -0.0355
O -1.79077 1.66820 -1.39132 1.0 0.0 0.1 -0.1647
C -3.10462 1.09163 -1.39175 -0.9 -0.4 -0.2 -0.4194
C -3.33464 0.43741 -2.75047 0.1 0.3 0.2 -0.0415
C -3.34796 0.11121 -0.25747 0.2 0.3 0.0 -0.0399
O 1.75963 -2.52293 -0.85810 -0.1 0.6 0.2 -0.1471
C 1.76974 -3.35173 -2.01477 -0.1 -0.4 -0.5 -0.4328
C 0.35433 -3.76099 -2.41037 0.3 0.1 0.3 -0.0429
C 2.53161 -2.72503 -3.17304 0.0 -0.1 0.4 -0.0403
H 5.94133 0.14841 -1.20078 0.1 0.0 0.1 0.0834
H 4.80384 0.56595 -2.49256 0.0 0.1 -0.1 0.0821
H 5.04562 -1.12334 -2.03647 0.1 -0.1 -0.1 0.0618
H 3.93382 -0.78557 0.10406 0.1 0.1 -0.1 0.1416
H 3.96922 2.17667 -0.61628 0.0 0.1 0.0 0.0713
H 4.75651 1.38270 0.75685 0.1 0.0 0.1 0.0899
H 2.99630 1.45970 0.69124 -0.1 0.1 0.1 0.0739
H -0.76009 -1.19242 -1.36952 -0.1 0.0 0.0 0.0695
H 0.23256 -0.30327 -2.57706 0.0 0.0 -0.1 0.0822
H -0.08137 2.57757 -2.94867 0.1 0.0 0.1 0.1342
H 0.60943 4.82546 -1.01515 0.1 0.1 0.1 0.0895
H -1.00017 4.31646 -1.48214 -0.1 0.1 0.0 0.0724
H 0.07277 5.06361 -2.69003 0.0 0.0 -0.1 0.0832
H 2.62610 3.59862 -1.98771 0.1 0.1 0.1 0.0802
H 2.03582 3.64369 -3.65604 0.0 0.0 -0.1 0.0826
H 2.37716 2.08441 -2.86363 0.1 0.0 -0.1 0.0681
H -3.77405 1.95380 -1.28611 0.2 -0.1 0.0 0.1403
H -2.74272 -0.47106 -2.83425 0.1 -0.1 0.0 0.0695
H -3.05440 1.11455 -3.55367 0.0 0.1 -0.1 0.0786
H -4.38251 0.17840 -2.86120 -0.2 -0.1 0.0 0.0838
H -2.85620 -0.83934 -0.45232 0.0 -0.2 0.1 0.0779
H -4.41414 -0.06781 -0.14031 -0.1 0.0 -0.1 0.0968
H -2.94743 0.49491 0.67519 -0.1 -0.1 0.2 0.0661
H 2.30382 -4.24670 -1.66866 -0.1 0.2 -0.1 0.1486
H -0.16685 -2.94817 -2.91040 -0.1 0.1 -0.1 0.0673
H -0.20177 -4.05316 -1.52261 -0.1 0.0 0.0 0.0925
H 0.39941 -4.61194 -3.08574 0.0 0.0 -0.1 0.0828
H 2.08355 -1.77427 -3.45172 0.0 0.1 -0.2 0.0733
H 2.52294 -3.40144 -4.02491 0.0 0.0 -0.1 0.0862
H 3.56012 -2.54124 -2.87712 0.1 0.1 -0.1 0.0661
F -5.21285 2.58691 2.40883 0.2 0.0 0.1 0.0930
C -3.88335 2.51572 2.61712 0.2 -0.1 0.1 -0.1446
C -3.35847 1.82161 3.70341 -0.2 0.1 -0.1 -0.1358
F -4.18999 1.24094 4.58222 0.1 0.1 -0.2 0.1062
C -1.98437 1.74706 3.86885 0.2 0.0 -0.1 -0.2467
F -1.49383 1.02997 4.88929 -0.4 0.2 -0.2 0.0827
C -1.08745 2.36453 2.98768 -0.6 0.4 0.1 -0.5833
S 0.62584 2.18553 3.15598 0.7 -0.2 0.2 0.6681
C -1.65000 3.09472 1.93578 -0.2 -0.3 0.3 -0.2626
F -0.86051 3.69645 1.03068 -0.2 0.1 0.1 0.0608
C -3.01557 3.13810 1.72912 -0.1 0.1 0.1 -0.1554
F -3.52408 3.77898 0.65356 0.0 0.0 0.1 0.0834
```
Positions in Å, forces in eV/Å.

Calculated values
net charge	-1
ΔE to the lowest compared entry with this formula, charge and spin	0.451	eV
HOMO-LUMO gap	5.7	eV
multiplicity	1
HOMO level	-3.79	eV